(1)
# C4H7N3S

A single C4H7N3S molecule in a non-equilibrium geometry (the ωB97M-V functional and the def2-TZVPD basis, OMol25).

Cartesian coordinates (Å):
N  0.41903  1.55022  0.40780
C  0.62505  0.40576  -0.45731
C  1.76580  -0.45991  0.01360
C  1.07556  -1.61220  0.17159
N  -0.30219  -1.72351  -0.08034
C  -0.61886  -0.54064  -0.48008
N  -1.83685  0.05917  -0.40636
S  -3.40122  -0.33152  0.04775
H  0.68617  1.32137  1.25651
H  0.73940  2.55628  -0.09104
H  0.69182  1.01153  -1.40284
H  2.81874  -0.43736  -0.20067
H  2.04234  -2.26705  0.52406
H  -1.62531  1.13029  -0.72636
H  -3.07947  -0.66244  1.42371

The calculation puts the HOMO-LUMO gap at 0.3199 Eh.

(2)
# C4H7N3S

A single C4H7N3S molecule in a non-equilibrium geometry (the ωB97M-V functional and the def2-TZVPD basis, OMol25).

Cartesian coordinates (Å):
H  -2.13449  1.66526  1.02760
N  -2.51717  0.79346  0.63050
C  -1.60819  0.20275  -0.02447
N  -1.86633  -1.03731  -0.60043
C  -0.15257  0.64423  -0.14727
S  0.21626  2.20893  -0.38386
C  0.86309  -0.43199  -0.09060
C  2.03664  -0.25102  0.78557
N  2.19183  -0.18840  -0.64698
H  -1.46209  -1.21994  -1.50573
H  -2.85959  -1.26575  -0.55582
H  0.44918  -1.42436  -0.19344
H  2.45585  -1.13618  1.28419
H  2.13191  0.66550  1.38103
H  2.25566  0.77480  -0.96031

The calculation puts the HOMO-LUMO gap at 0.3080 Eh.

(3)
# C4H7N4

A gas-phase ion, C4H7N4 (charge +1) in a non-equilibrium geometry (the ωB97M-V functional and the def2-TZVPD basis, OMol25).

Cartesian coordinates (Å):
H  0.48490  2.34215  3.74615
N  0.09974  2.29291  2.82656
N  0.76174  1.51398  2.16220
N  0.21299  1.15695  1.06852
C  0.74840  0.19681  0.12428
N  2.02775  -0.08308  0.27591
C  -0.12593  -0.35421  -0.84134
C  -1.04241  -0.76022  -1.50101
C  -1.76104  -1.61898  -2.31626
H  -0.72873  1.50100  0.78639
H  2.44796  -1.00303  0.00891
H  2.41977  0.43585  1.14370
H  -1.50642  -2.66036  -1.81621
H  -2.80601  -1.34381  -2.43001
H  -1.23270  -1.61597  -3.23780

As for the net charge: +1. The calculation puts the HOMO-LUMO gap at 0.3283 Eh.

(4)
# C4H7N4

2 unconnected molecules or ions with the total composition C4H7N4 in a non-equilibrium geometry (the ωB97M-V functional and the def2-TZVPD basis, OMol25).

Cartesian coordinates (Å):
C  0.26028  -0.79009  -2.22833
C  1.10598  -0.33423  -1.14135
C  -0.82911  0.16386  -0.19219
C  1.04813  0.08257  1.30692
N  -1.04250  -0.53848  -2.23586
N  -1.59790  -0.07559  -1.15495
N  0.47153  0.06906  -0.05017
N  -1.56939  0.86880  1.76251
H  0.51146  -1.23884  -3.17413
H  2.26126  -0.41298  -1.05615
H  2.06217  -0.09594  1.11433
H  1.04767  1.04362  1.89215
H  0.64675  -0.64473  1.93763
H  -2.03128  1.70733  1.39669
H  -2.34503  0.19563  1.82289

As for the net charge: +1. The calculation puts the HOMO-LUMO gap at 0.3236 Eh.

(5)
# C4H7N5

A single C4H7N5 molecule in a non-equilibrium geometry (the ωB97M-V functional and the def2-TZVPD basis, OMol25).

Cartesian coordinates (Å):
H  -1.44686  1.49420  -0.89432
N  -2.23612  0.82712  -0.57160
C  -1.66621  -0.19564  -0.01746
N  -2.36681  -1.26632  0.45627
C  -0.25604  -0.19921  -0.17607
N  0.30021  -1.37809  -0.43592
N  1.71189  -1.57680  -0.38603
C  2.38871  -0.57456  -0.04703
N  2.01061  0.62033  0.20583
C  0.45734  1.10099  0.11143
H  -1.84650  -2.23111  0.56188
H  -3.38105  -1.02070  0.29009
H  3.52759  -0.42071  0.08226
H  2.53830  1.30817  0.55966
H  0.09524  1.85141  -0.84397
H  0.16971  1.66092  1.10498

The calculation puts the HOMO-LUMO gap at 0.3365 Eh.

(6)
# C4H7N8O3

3 unconnected molecules or ions with the total composition C4H7N8O3 in a non-equilibrium geometry (the ωB97M-V functional and the def2-TZVPD basis, OMol25).

Cartesian coordinates (Å):
C  1.00742  2.46592  -1.68665
C  1.92004  1.56013  -0.89585
C  -0.59141  -0.85546  -1.66190
C  -1.44200  -2.38806  1.85105
N  1.56136  2.61054  -2.87909
N  2.87175  1.20059  -1.69657
N  -0.01553  3.02429  -1.16531
N  -1.50281  -1.11109  1.86050
N  -2.20596  -3.11328  1.16243
N  1.97650  1.31694  0.42202
N  -1.57411  -1.41802  -1.33991
N  -0.94947  3.43413  -0.70960
O  0.31997  -0.21425  -2.04589
O  2.64315  1.90468  -2.81605
O  -0.36907  -0.38166  2.12319
H  -0.71384  -2.69002  2.75485
H  -2.26953  -0.62574  1.23337
H  -0.40244  -0.46140  3.05916
H  1.17501  1.25616  1.05824
H  2.73902  0.63975  0.53431
H  -2.27189  -4.06794  1.50171
H  -1.90614  -2.08622  -0.66399

As for the net charge: +1. The calculation puts the HOMO-LUMO gap (spin up / spin down) at 0.2248 / 0.2247 Eh.

(7)
# C4H7NO

A single C4H7NO molecule (the ωB97M-V functional and the def2-TZVPD basis, OMol25).

Cartesian coordinates (Å):
O  -0.95169  -1.71847  -1.58246
C  -0.66530  -0.82202  -0.82236
C  0.12394  0.45109  -1.13580
C  0.50229  1.01088  0.24933
C  0.24814  -0.19404  1.16641
N  -0.93353  -0.78289  0.53508
H  0.98731  0.20500  -1.76117
H  -0.51634  1.12339  -1.71483
H  1.53700  1.36061  0.29961
H  -0.15896  1.83416  0.53888
H  1.09167  -0.89643  1.08779
H  0.07992  0.05130  2.21840
H  -1.34444  -1.62259  0.92114

The calculation puts the HOMO-LUMO gap at 0.3870 Eh.

(8)
# C4H7NO

A single C4H7NO molecule in a non-equilibrium geometry (the ωB97M-V functional and the def2-TZVPD basis, OMol25).

Cartesian coordinates (Å):
C  0.98565  0.91350  -0.75693
C  -0.33914  1.15745  -0.11371
C  -0.98386  0.23639  0.63039
N  -0.19547  -0.69323  1.39032
C  0.01937  -1.79720  0.79707
O  -0.46638  -1.98973  -0.42148
H  1.79810  1.18075  -0.07599
H  1.08891  1.53172  -1.65497
H  1.09619  -0.14155  -1.02920
H  -0.72040  2.17497  -0.13584
H  -1.99481  0.42218  0.99027
H  0.57404  -2.57526  1.33142
H  -1.06295  -1.01122  -0.45114

The calculation puts the HOMO-LUMO gap at 0.3646 Eh.

(9)
# C4H7NO

2 unconnected molecules or ions with the total composition C4H7NO (the ωB97M-V functional and the def2-TZVPD basis, OMol25).

Cartesian coordinates (Å):
O  1.63493  0.66293  2.62325
C  1.05991  0.72673  1.55103
C  -0.01749  -0.13026  1.13671
N  -0.56492  0.06536  -0.05476
C  -1.34820  -0.17648  -1.04109
C  -0.43494  0.95340  -1.22442
H  1.35149  1.48814  0.78947
H  -0.41199  -0.92370  1.75878
H  0.80857  -2.32791  -0.37648
H  -2.19351  -0.78862  -1.29838
H  0.39391  -2.37557  -0.99522
H  0.48590  0.84248  -1.80188
H  -0.76368  1.98351  -1.06701

The calculation puts the HOMO-LUMO gap at 0.3095 Eh.

(10)
# C4H7NO

A single C4H7NO molecule in a non-equilibrium geometry (the ωB97M-V functional and the def2-TZVPD basis, OMol25).

Cartesian coordinates (Å):
C  -0.83011  1.40777  -0.31358
C  -0.65326  -0.09071  -0.08659
N  -0.67610  -0.79957  -1.35062
C  0.54161  -0.39966  0.66758
C  1.60721  -0.71050  1.14236
O  2.61954  -1.02166  1.91736
H  -1.80014  1.61080  -0.76612
H  -0.05094  1.76122  -0.98441
H  -0.75812  1.94572  0.62755
H  -1.39277  -0.45360  0.69743
H  -0.48814  -1.78733  -1.22509
H  -1.56859  -0.68364  -1.81837
H  3.44982  -0.77884  1.49248

The calculation puts the HOMO-LUMO gap at 0.3553 Eh.

(11)
# C4H7NO

A single C4H7NO molecule (the ωB97M-V functional and the def2-TZVPD basis, OMol25).

Cartesian coordinates (Å):
C  -2.28725  -0.29561  -0.27803
N  -0.94016  -0.80287  -0.37343
C  -0.07422  -0.26884  0.37589
C  1.37645  -0.42428  0.02920
C  2.09129  0.90504  0.10651
O  1.58366  1.93170  0.49172
H  -2.41511  0.28736  -1.19590
H  -2.45648  0.37415  0.57952
H  -3.02782  -1.09821  -0.29126
H  -0.33287  0.43475  1.18058
H  1.92320  -1.16454  0.62769
H  1.41536  -0.77204  -1.01045
H  3.14396  0.89339  -0.24202

The calculation puts the HOMO-LUMO gap at 0.3942 Eh.

(12)
# C4H7NO

2 unconnected molecules or ions with the total composition C4H7NO in a non-equilibrium geometry (the ωB97M-V functional and the def2-TZVPD basis, OMol25).

Cartesian coordinates (Å):
H  -0.28647  2.08309  -1.31915
N  -0.38719  1.08204  -1.14441
C  0.73223  0.49197  -1.26608
C  0.86927  -0.98476  -1.06047
H  1.65666  1.02708  -1.52627
H  1.22932  -1.46371  -1.97876
H  -0.09644  -1.41572  -0.78338
H  1.60033  -1.19508  -0.27144
C  -1.56164  0.17357  1.70423
C  -0.31752  -0.07666  2.03284
O  0.79870  -0.30077  2.30615
H  -1.75103  0.46740  0.67575
H  -2.34657  0.09908  2.44467

The calculation puts the HOMO-LUMO gap at 0.3684 Eh.